Entry 1:
Molecular formula: C6H16
Method: DFT, ωB97M-V with the def2-TZVPD basis set

Geometry as XYZ:
```
22
Properties=species:S:1:pos:R:3:forces:R:3:lowdin_charge:R:1
C 0.304359 1.418344 -0.801221 -0.16 -0.17 -0.02 -0.329
C 0.737158 0.947567 -2.181402 0.41 0.06 -0.69 -0.124
C 0.775831 2.815841 -0.448034 0.68 0.70 -0.15 -0.127
H -0.784234 1.333697 -0.754427 0.02 0.20 0.25 0.101
H 0.701150 0.734183 -0.054504 -0.05 -0.12 0.01 0.071
H 1.706520 0.440846 -2.177524 -0.02 0.09 0.14 0.070
H 0.313431 3.618541 -1.028867 -0.41 -0.21 0.08 0.071
H 0.844952 1.782870 -2.880537 -0.08 0.05 0.09 0.069
H 0.036998 0.259193 -2.657022 -0.09 -0.06 0.22 0.063
H 0.715344 3.066799 0.611226 -0.43 -0.13 0.03 0.066
H 1.835359 2.963567 -0.672729 0.17 -0.39 -0.09 0.070
C -1.156647 -1.851144 0.833884 0.99 -0.35 0.44 -0.315
C 0.088747 -2.766298 0.846259 -0.85 0.11 -1.05 -0.119
C -0.991232 -0.703716 1.803047 -1.14 0.34 0.86 -0.143
H -1.266982 -1.437021 -0.171370 -0.11 -0.10 -0.02 0.091
H -2.042103 -2.445449 1.060328 -0.09 0.08 0.00 0.098
H 0.270796 -3.256883 1.798283 0.03 0.14 0.13 0.068
H -0.114936 -0.106183 1.580755 -0.10 0.25 -0.10 0.044
H -1.917898 -0.110303 1.841937 0.43 0.36 -0.48 0.075
H -0.921136 -0.973615 2.859441 0.35 -0.63 -0.07 0.070
H -0.092597 -3.530630 0.084986 0.27 -0.20 0.16 0.064
H 0.957121 -2.200207 0.507493 0.15 -0.03 0.27 0.064
```
Forces are in eV/Å.

Its molar mass is 88.19 g mol⁻¹. Its SMILES is CCC.CCC. The HOMO energy is -11.29 eV. For the largest force on an atom, the calculation gives 0.029 Eh/bohr. Its electronic energy is -6481.301 eV.

=====

Entry 2:
Molecular formula: C6H16
Method: DFT, ωB97M-V with the def2-TZVPD basis set

Geometry as XYZ:
```
22
Properties=species:S:1:pos:R:3:forces:R:3:lowdin_charge:R:1
C -0.147687 1.279448 0.158183 -0.48 -0.01 0.08 -0.479
C -1.631947 1.791028 0.165840 -0.04 -1.45 -1.23 -0.069
C 0.735481 1.870620 -0.939568 -0.46 0.02 -0.12 -0.090
C 0.453489 1.487193 1.526643 -0.69 0.63 1.04 -0.107
H -0.190600 0.209847 -0.057757 -0.06 -0.07 0.23 0.088
H -2.272020 0.895539 0.062691 0.04 0.36 0.57 0.075
H 0.503128 2.927306 -1.036585 0.34 0.29 -0.02 0.072
H 1.813113 1.716665 -0.759757 -0.47 0.07 -0.05 0.079
H 0.451441 1.402315 -1.886163 0.23 0.10 -0.06 0.074
H 1.501853 1.181723 1.621442 -0.35 0.02 0.13 0.080
H 0.305613 2.523041 1.824193 0.85 0.75 -0.53 0.072
H -1.958969 2.354377 -0.702783 0.55 0.35 -0.37 0.063
H -1.946273 2.372761 1.011478 0.17 0.10 0.67 0.059
H -0.188639 1.138961 2.349226 0.33 -1.16 -0.32 0.078
C -0.264229 -3.124345 -0.009831 0.59 -1.57 0.73 -0.166
C 0.938543 -2.554170 -0.809132 -1.24 -0.33 -0.26 -0.146
H -0.758024 -2.529181 0.758496 0.28 0.51 -0.27 0.052
H -1.041685 -3.571557 -0.628259 -0.07 0.47 -0.33 0.053
H 0.079153 -4.022413 0.547658 -0.02 0.48 -0.12 0.062
H 0.969240 -1.465602 -0.797990 0.34 -0.10 0.17 0.037
H 1.879884 -3.034872 -0.558843 0.10 0.38 0.44 0.059
H 0.769134 -2.848684 -1.839182 0.06 0.15 -0.36 0.055
```
Forces are in eV/Å.

Its molar mass is 88.19 g mol⁻¹. Its SMILES is CC(C)C.CC. The HOMO energy is -10.87 eV. For the largest force on an atom, the calculation gives 0.037 Eh/bohr. Its electronic energy is -6480.838 eV.

=====

Entry 3:
Molecular formula: C6H16
Method: DFT, ωB97M-V with the def2-TZVPD basis set

Geometry as XYZ:
```
22
Properties=species:S:1:pos:R:3:forces:R:3:lowdin_charge:R:1
C 0.167294 0.316067 3.507414 -0.49 0.25 -0.16 -0.154
C -0.053616 1.575700 2.639676 0.90 -0.14 0.24 -0.151
H 0.123312 -0.654311 3.011530 0.50 0.21 -0.42 0.057
H 1.068277 0.425676 4.099912 0.12 -0.31 0.09 0.057
H -0.681625 0.249592 4.174306 -0.06 0.02 0.52 0.050
H 0.819251 2.233871 2.618561 0.10 -0.11 0.36 0.062
H -0.844725 2.135669 3.120275 -0.35 0.31 -0.54 0.059
H -0.198086 1.386798 1.583979 -0.68 -0.11 0.09 0.019
C 0.077852 -0.201244 -1.850274 0.12 -0.61 -0.10 -0.489
C -0.961035 -0.133430 -0.712991 0.61 -0.65 -1.04 -0.073
C 1.261299 -1.069543 -1.434011 0.25 0.49 1.19 -0.100
C -0.499255 -0.625117 -3.211486 -0.03 0.00 1.31 -0.081
H 0.458270 0.813880 -1.955332 0.02 0.21 -0.13 0.121
H -1.213755 -1.101826 -0.273353 0.03 -0.13 -0.29 0.082
H 0.966766 -2.070503 -1.108190 -0.07 -0.18 -0.65 0.078
H 2.087879 -1.062290 -2.143287 -0.16 -0.31 -0.20 0.074
H 1.683017 -0.666641 -0.498243 0.01 0.15 -0.22 0.073
H -1.469514 -0.135128 -3.303775 0.22 0.25 -0.74 0.070
H 0.234874 -0.459437 -3.994227 -0.31 0.33 -0.31 0.074
H -0.709293 -1.681491 -3.192206 -0.09 -0.61 -0.01 0.068
H -1.862305 0.303970 -1.133693 -0.16 0.41 0.56 0.074
H -0.454882 0.419739 0.055413 -0.49 0.53 0.45 0.030
```
Forces are in eV/Å.

Its molar mass is 88.19 g mol⁻¹. Its SMILES is CC(C)C.CC. The HOMO energy is -11.11 eV. For the largest force on an atom, the calculation gives 0.027 Eh/bohr. Its electronic energy is -6481.031 eV.